Record 1
DFT (the ωB97M-V functional and the def2-TZVPD basis) results for one molecule with the formula C10H14N4O3 in a non-equilibrium geometry.

Each line ends with the Mulliken charge.
CARTESIAN COORDINATES (ANGSTROEM)
O -2.890 -0.679 0.939  -0.694
C -1.851 -0.059 0.808  1.134
C -0.627 -0.446 1.671  -1.385
N 0.313 -1.210 0.902  0.935
C 0.200 -2.506 0.536  -0.261
C 1.295 -2.805 -0.237  -0.803
C 2.014 -1.596 -0.282  0.347
N 3.230 -1.340 -0.961  0.950
O 3.753 -2.285 -1.520  -0.593
O 3.664 -0.209 -0.950  -0.563
N 1.395 -0.647 0.414  -0.898
N -1.686 0.930 -0.079  0.100
C -0.525 1.778 -0.240  -0.500
C -0.759 3.120 0.474  -0.625
C -2.254 3.463 0.457  -0.692
C -2.891 2.934 -0.825  -0.580
C -2.847 1.401 -0.819  -0.802
H -0.119 0.431 2.072  0.381
H -1.008 -1.062 2.489  0.398
H -0.635 -3.103 0.842  0.475
H 1.561 -3.728 -0.706  0.459
H 0.383 1.292 0.111  0.236
H -0.406 1.947 -1.314  0.302
H -0.185 3.893 -0.036  0.366
H -0.406 3.071 1.505  0.244
H -2.752 3.000 1.312  0.289
H -2.392 4.541 0.536  0.416
H -2.352 3.332 -1.686  0.325
H -3.927 3.263 -0.902  0.379
H -3.729 0.987 -0.326  0.428
H -2.811 1.009 -1.841  0.233

Results
LUMO = -0.24 eV
ΔE to the lowest compared entry with this formula, charge and spin = 277.28 kJ/mol
SMILES = O=C(Cn1ccc([N+](=O)[O-])n1)N1CCCCC1
Net charge = 0

---

Record 2
DFT (the ωB97M-V functional and the def2-TZVPD basis) results for C11H14BBeN7S as an isolated structure in a non-equilibrium geometry.

Each line ends with the Mulliken charge.
CARTESIAN COORDINATES (ANGSTROEM)
H 0.040 3.112 2.138  0.290
N 0.127 1.735 0.543  -0.354
B 0.625 0.478 -1.534  0.091
N 0.625 1.816 -0.725  0.325
C 1.032 3.076 -0.996  -0.282
Be -0.918 -1.427 0.825  -0.680
H 1.423 3.352 -1.968  0.435
C 0.844 3.836 0.160  -0.852
H 1.065 4.880 0.320  0.384
C 0.297 2.937 1.097  -0.137
H 0.876 0.694 -2.677  -0.088
C -1.893 -2.581 1.470  -1.147
H -2.697 -2.210 2.108  0.257
H -1.177 -3.180 2.026  0.132
H -2.286 -3.235 0.698  0.325
N -0.874 -0.053 -1.459  -0.169
N 1.668 -0.462 -0.869  -0.161
N -1.431 -0.774 -0.397  0.767
N 1.250 -1.194 0.187  0.451
C -1.871 0.261 -2.321  -0.083
C 2.965 -0.730 -1.053  -0.069
H -1.668 0.735 -3.290  0.408
H 3.434 -0.260 -1.908  0.466
C -3.090 -0.187 -1.798  -1.170
C 3.407 -1.558 -0.023  -0.953
C -2.769 -0.782 -0.549  -0.049
C 2.269 -1.874 0.746  -0.120
H -4.054 -0.180 -2.224  0.425
H 4.428 -1.929 0.071  0.380
H -3.408 -1.217 0.181  0.545
H 2.239 -2.404 1.699  0.466
H 0.282 -1.351 -0.017  0.203
S -0.170 1.140 4.316  -0.469
C -0.266 0.145 3.071  0.821
N -0.324 -0.612 2.150  -0.390

Results
LUMO = -0.32 eV
ΔE to the lowest compared entry with this formula, charge and spin = 188.47 kJ/mol
Net charge = 0

---

Record 3
DFT (the ωB97M-V functional and the def2-TZVPD basis) results for a 2-piece molecular cluster, C14H18N4O8 overall in a non-equilibrium geometry.

Each line ends with the Mulliken charge.
CARTESIAN COORDINATES (ANGSTROEM)
O 2.474 -0.475 3.733  -0.728
C 1.673 0.434 3.563  0.818
O 2.050 1.662 3.139  -0.450
C 0.246 0.202 3.855  0.341
C -0.654 1.284 3.820  -0.119
C -2.029 1.127 4.099  -0.477
N -2.914 2.233 4.066  0.986
O -4.104 2.039 4.344  -0.612
O -2.458 3.341 3.759  -0.598
C -2.488 -0.166 4.415  -0.278
C -1.608 -1.248 4.437  -0.716
C -0.256 -1.075 4.161  0.218
O 0.541 -2.183 4.186  -0.634
H 3.004 1.584 2.987  0.354
H -0.271 2.272 3.573  0.598
H -3.535 -0.348 4.645  0.463
H -1.970 -2.243 4.674  0.417
H 1.456 -1.896 3.966  0.362
C -0.645 -2.824 -4.697  -0.916
N 0.212 -1.874 -3.990  -0.125
C -0.110 -1.302 -2.822  0.287
O -1.184 -1.524 -2.267  -0.663
C 0.920 -0.331 -2.193  -0.019
C 0.353 0.519 -1.041  -0.815
C 0.169 -0.311 0.215  0.508
N -1.040 -0.474 0.694  -0.246
O 1.121 -0.817 0.780  -0.683
N 1.613 0.543 -3.155  -0.188
C 1.017 1.321 -4.059  0.703
C 1.925 2.174 -4.914  -1.282
O -0.192 1.364 -4.224  -0.608
H -0.102 -3.284 -5.523  0.338
H -0.979 -3.603 -4.008  0.284
H -1.523 -2.303 -5.083  0.304
H 1.080 -1.603 -4.421  0.251
H 1.688 -0.975 -1.762  0.532
H 1.046 1.323 -0.795  0.373
H -0.594 0.965 -1.346  0.348
H -1.128 -1.060 1.504  0.201
H -1.827 -0.204 0.130  0.188
H 2.616 0.600 -3.088  0.264
H 2.451 2.887 -4.282  0.337
H 2.639 1.539 -5.435  0.349
H 1.319 2.712 -5.641  0.333

Results
LUMO = -0.68 eV
SMILES = O=C(O)c1cc([N+](=O)[O-])ccc1O.CNC(=O)[C@H](CC(N)=O)NC(C)=O
Net charge = 0

---

Record 4
DFT (the ωB97M-V functional and the def2-TZVPD basis) results for one molecule with the formula C2H2N4 in a non-equilibrium geometry.

Each line ends with the Mulliken charge.
CARTESIAN COORDINATES (ANGSTROEM)
C 0.426 -1.188 -0.633  0.047
N -0.658 -1.054 -1.161  -0.516
N -1.730 0.597 -0.556  -0.078
N -1.221 1.261 0.213  0.030
C 0.410 0.833 0.857  0.106
N 0.988 -0.143 0.475  -0.307
H 1.203 -1.937 -0.743  0.361
H 0.582 1.632 1.549  0.357

Results
LUMO (alpha / beta) = 0.02 / 0.02 eV
ΔE to the lowest compared entry with this formula, charge and spin = 338.26 kJ/mol
Net charge = 0

---

Record 5
DFT (the ωB97M-V functional and the def2-TZVPD basis) results for a 6-piece molecular cluster, C30H55FN10 overall in a non-equilibrium geometry.

Each line ends with the Mulliken charge.
CARTESIAN COORDINATES (ANGSTROEM)
F 18.272 13.173 10.946  -0.581
C 10.088 11.890 11.541  -1.211
C 9.547 10.563 11.002  -0.490
N 8.240 10.186 11.355  0.180
C 7.743 10.158 12.646  -0.330
C 6.390 9.943 12.588  -0.409
N 6.100 9.783 11.216  0.045
C 7.217 9.941 10.542  -0.001
C 4.772 9.549 10.575  -0.834
H 9.484 12.706 11.154  0.340
H 11.060 12.047 11.098  0.351
H 10.199 11.937 12.602  0.401
H 10.191 9.868 11.456  0.306
H 9.795 10.567 9.950  0.422
H 8.306 10.460 13.508  0.368
H 5.720 9.873 13.412  0.439
H 7.260 9.890 9.464  0.382
H 4.930 8.931 9.636  0.332
H 4.417 10.531 10.362  0.350
H 4.265 8.857 11.212  0.360
C 16.900 13.804 7.041  -0.706
C 16.125 15.120 7.200  -0.471
N 15.785 15.334 8.620  0.236
C 14.796 16.155 9.125  -0.519
C 14.871 16.099 10.491  -0.430
N 15.832 15.169 10.786  0.330
C 16.442 14.832 9.648  0.413
C 16.343 14.955 12.099  -0.641
H 16.279 13.001 7.401  0.311
H 17.842 13.870 7.637  -0.083
H 17.054 13.628 5.958  0.452
H 15.236 15.115 6.551  0.401
H 16.660 16.013 6.879  0.318
H 14.045 16.730 8.590  0.436
H 14.183 16.542 11.197  0.425
H 17.301 14.082 9.695  -0.261
H 16.914 15.845 12.435  0.369
H 16.987 14.067 12.126  -0.019
H 15.499 14.917 12.797  0.331
C 23.167 18.155 11.170  -1.069
C 22.661 17.853 9.756  -0.276
N 21.803 16.684 9.804  0.197
C 20.851 16.396 10.718  -0.598
C 20.342 15.151 10.428  -0.914
N 20.874 14.816 9.207  0.298
C 21.762 15.736 8.852  -0.129
C 20.779 13.481 8.631  -0.588
H 23.501 19.249 11.342  0.335
H 24.089 17.556 11.374  0.314
H 22.408 17.913 11.936  0.285
H 23.584 17.631 9.249  0.278
H 22.187 18.715 9.319  0.341
H 20.465 17.016 11.503  0.463
H 19.682 14.510 10.967  0.826
H 22.319 15.711 7.951  0.437
H 19.727 13.179 8.622  -0.024
H 21.242 12.787 9.317  0.338
H 21.092 13.528 7.597  0.346
C 14.306 11.676 18.965  -1.102
C 15.776 11.433 19.324  -0.265
N 16.616 11.485 18.113  0.130
C 17.571 10.626 17.733  -0.156
C 18.147 11.151 16.596  -0.570
N 17.506 12.377 16.361  0.199
C 16.577 12.551 17.270  -0.080
C 17.652 13.250 15.252  -1.047
H 14.255 12.683 18.579  0.393
H 13.733 11.786 19.933  0.365
H 13.887 10.893 18.369  0.322
H 16.044 10.418 19.727  0.264
H 16.136 12.249 19.968  0.268
H 17.810 9.686 18.258  0.402
H 18.826 10.699 15.872  0.460
H 15.969 13.452 17.440  0.280
H 17.342 12.862 14.257  0.401
H 18.670 13.555 15.082  0.396
H 17.125 14.193 15.406  0.328
C 22.731 9.939 11.871  -1.254
C 21.277 10.050 12.374  -0.414
N 20.221 9.708 11.438  0.367
C 20.092 8.456 10.874  -0.261
C 18.969 8.461 10.148  -0.562
N 18.333 9.629 10.446  0.207
C 19.116 10.432 11.146  0.197
C 17.079 10.044 9.897  -0.891
H 23.013 8.916 11.585  0.358
H 23.438 10.189 12.687  0.389
H 22.956 10.534 10.991  0.295
H 21.208 11.123 12.647  0.302
H 21.208 9.429 13.299  0.318
H 20.792 7.653 11.050  0.442
H 18.527 7.616 9.611  0.404
H 18.859 11.553 11.293  0.000
H 16.763 10.969 10.409  0.214
H 16.382 9.230 10.135  0.380
H 17.139 10.220 8.839  0.351

Results
LUMO = -7.65 eV
Net charge = +4